1.
Formula: CH3O2S
Source: the OMol25 dataset
Level of theory: ωB97M-V/def2-TZVPD

ORCA input file:
```
! wB97M-V def2-TZVPD RIJCOSX def2/J DEFGRID3
* xyz -1 1
C -0.8702 0.3208 -0.9322
O -1.0764 0.5048 1.6149
O -0.3592 -1.5906 0.7039
S -0.3366 -0.1489 0.5569
H -0.0542 0.0011 -1.6435
H -0.9980 1.3342 -0.9861
H 3.6947 -0.4214 0.6860
*
```

- gap between HOMO and LUMO (spin up / spin down) (eV) = 7.8 / 5.6
- E_tot (eV) = -16011.7803
- relative energy (zero: lowest compared OMol25 entry of this formula, charge and spin) (kcal/mol) = 138.4

***

2.
Formula: CH3O3P
Source: the OMol25 dataset
Level of theory: ωB97M-V/def2-TZVPD

ORCA input file:
```
! wB97M-V def2-TZVPD RIJCOSX def2/J DEFGRID3
* xyz 0 1
C -1.2452 -0.2774 0.2499
O -0.0330 0.0790 0.8902
O -0.8605 -0.7955 -0.9846
O 1.8455 0.9044 -0.4104
P 1.1505 -0.5071 -0.0517
H -1.8593 -1.1021 0.7785
H -1.7310 0.7237 -0.0208
H 2.7331 0.9750 -0.4511
*
```

- gap between HOMO and LUMO (eV) = 8.5
- E_tot (eV) = -16515.4071
- relative energy (zero: lowest compared OMol25 entry of this formula, charge and spin) (kcal/mol) = 59.7

***

3.
Formula: CH3O3P
Source: the OMol25 dataset
Level of theory: ωB97M-V/def2-TZVPD

ORCA input file:
```
! wB97M-V def2-TZVPD RIJCOSX def2/J DEFGRID3
* xyz 0 1
C 0.1306 -1.1675 0.7113
O -1.6763 2.5008 -1.1019
O 1.1930 -0.2664 0.4658
O 1.2151 0.1770 -0.7704
P -0.4119 2.8830 -1.6812
H 0.0982 -2.1025 0.0487
H -0.7252 -0.6288 0.4841
H 0.1765 -1.3957 1.8436
*
```

- gap between HOMO and LUMO (spin up / spin down) (eV) = 10.4 / 6.1
- E_tot (eV) = -16511.1947
- relative energy (zero: lowest compared OMol25 entry of this formula, charge and spin) (kcal/mol) = 156.9

***

4.
Formula: CH3O4S
Source: the OMol25 dataset
Level of theory: ωB97M-V/def2-TZVPD

ORCA input file:
```
! wB97M-V def2-TZVPD RIJCOSX def2/J DEFGRID3
* xyz -1 1
C -1.3961 -2.6212 0.2367
O 1.9569 2.3946 1.2050
O 1.7217 1.9500 -1.3290
O -0.3358 1.7573 0.4172
O -2.3249 -3.3415 0.5867
S 1.1435 1.5128 0.3335
H -0.3683 -2.9146 0.0197
H -1.6987 -1.5004 0.1588
H 1.3018 2.7631 -1.6288
*
```

- gap between HOMO and LUMO (eV) = 7.4
- E_tot (eV) = -20111.1506
- relative energy (zero: lowest compared OMol25 entry of this formula, charge and spin) (kcal/mol) = 34.0